# C4H5N3S

The molecule C4H5N3S at a distorted geometry (ωB97M-V with the def2-TZVPD basis set, OMol25).

Summary:
Energy above the lowest of the compared OMol25 structures with the same formula, charge and spin: 97.93 kcal/mol
Orbital gap: 7.92 eV
E_LUMO: -0.62 eV
Structure (SMILES): Cn1nnccc1=S

Last columns: bonded neighbours and bond lengths (Å).
CARTESIAN COORDINATES (ANGSTROEM)
1 C 1.07037 1.95880 0.12317  N2 1.640, H9 1.140, H10 1.122, H11 0.991
2 N 0.17281 0.60160 -0.08536  C1 1.640, N3 1.435, C7 1.339
3 N -1.18575 0.92191 -0.42011  N2 1.435, N4 1.329
4 N -2.03272 -0.08264 -0.22081  N3 1.329, C5 1.429
5 C -1.55028 -1.39650 0.06735  N4 1.429, C6 1.269, H12 1.209
6 C -0.34786 -1.79972 0.03090  C5 1.269, C7 1.526, H13 1.168
7 C 0.64652 -0.65022 -0.10297  N2 1.339, C6 1.526, S8 1.660
8 S 2.25937 -1.02923 -0.21161  C7 1.660
9 H 0.15316 2.62550 0.00779  C1 1.140
10 H 1.59449 1.92494 1.11459  C1 1.122
11 H 1.71840 2.05259 -0.62130  C1 0.991
12 H -2.41770 -2.19126 0.34585  C5 1.209
13 H -0.08080 -2.93576 -0.02749  C6 1.168

natural (NBO) charges in e: atom 1 (C): -0.356, atom 2 (N): -0.261, atom 3 (N): 0.047, atom 4 (N): -0.191, atom 5 (C): -0.055, atom 6 (C): -0.218, atom 7 (C): 0.046, atom 8 (S): -0.168, atom 9 (H): 0.230, atom 10 (H): 0.232, atom 11 (H): 0.205, atom 12 (H): 0.219, atom 13 (H): 0.270

# C4H5N3S2

The molecule C4H5N3S2 at a distorted geometry (ωB97M-V with the def2-TZVPD basis set, OMol25).

Summary:
Energy above the lowest of the compared OMol25 structures with the same formula, charge and spin: 0.00 kcal/mol
Orbital gap (alpha / beta): 6.93 / 6.93 eV
E_LUMO (alpha / beta): -1.43 / -1.43 eV

Last columns: bonded neighbours and bond lengths (Å).
CARTESIAN COORDINATES (ANGSTROEM)
1 C -2.02494 -1.18929 0.19620  C2 1.354, C3 1.394, H10 1.140
2 C -0.68166 -1.07606 0.06453  C1 1.354, N6 1.389, H11 1.138
3 C -2.52788 0.11039 0.16284  C1 1.394, N5 1.320, N7 1.346
4 C 0.76865 1.04289 -0.20907  N6 1.428, H12 1.027, H13 1.211, H14 1.069
5 N -1.55568 0.97741 -0.04887  C3 1.320, N6 1.322
6 N -0.43379 0.28047 -0.09789  C2 1.389, C4 1.428, N5 1.322
7 N -3.79392 0.52455 -0.02899  C3 1.346, S9 1.555
8 S -6.62500 0.17268 -0.43729  S9 1.892
9 S -5.02824 -0.27708 0.47285  N7 1.555, S8 1.892
10 H -2.71841 -2.09272 0.25366  C1 1.140
11 H 0.06010 -1.92277 -0.10162  C2 1.138
12 H 0.69984 1.88028 0.38192  C4 1.027
13 H 1.71036 0.36762 0.14182  C4 1.211
14 H 0.91943 1.43738 -1.19107  C4 1.069

natural (NBO) charges in e: atom 1 (C): -0.337, atom 2 (C): -0.053, atom 3 (C): 0.196, atom 4 (C): -0.387, atom 5 (N): -0.226, atom 6 (N): -0.153, atom 7 (N): -0.650, atom 8 (S): -0.292, atom 9 (S): 0.791, atom 10 (H): 0.237, atom 11 (H): 0.235, atom 12 (H): 0.221, atom 13 (H): 0.206, atom 14 (H): 0.212

# C4H5N4OS

The ion C4H5N4OS with charge -1 at a distorted geometry (ωB97M-V with the def2-TZVPD basis set, OMol25).

Summary:
Energy above the lowest of the compared OMol25 structures with the same formula, charge and spin: 29.05 kcal/mol
Orbital gap: 6.50 eV
E_LUMO: 3.45 eV
Structure (SMILES): C=C[C@@H](O)n1nnc([S-])n1
Net charge: -1

Last columns: bonded neighbours and bond lengths (Å).
CARTESIAN COORDINATES (ANGSTROEM)
1 C -0.59279 2.16667 0.28144  C2 1.335, H11 1.070, H12 1.066
2 C -0.99571 1.05719 0.90596  C1 1.335, C3 1.472, H13 1.115
3 C -0.09223 -0.04616 1.27136  C2 1.472, O4 1.388, N5 1.635, H14 1.027
4 O -0.92078 -0.93152 1.94664  C3 1.388, H15 0.964
5 N 0.46923 -0.79253 -0.07008  C3 1.635, N6 1.355, N10 1.377
6 N -0.10839 -1.89542 -0.60510  N5 1.355, N7 1.265
7 N 0.47150 -2.12965 -1.70515  N6 1.265, C8 1.442
8 C 1.40565 -1.06351 -1.97157  N7 1.442, S9 1.678, N10 1.354
9 S 2.56106 -0.81373 -3.16222  C8 1.678
10 N 1.26121 -0.14209 -0.99042  N5 1.377, C8 1.354
11 H -1.33832 2.85800 -0.05174  C1 1.070
12 H 0.42392 2.35876 0.02591  C1 1.066
13 H -2.08642 0.82905 0.95537  C2 1.115
14 H 0.72436 0.14842 1.86342  C3 1.027
15 H -1.18229 -1.60349 1.30618  O4 0.964

natural (NBO) charges in e: atom 1 (C): -0.351, atom 2 (C): -0.234, atom 3 (C): 0.244, atom 4 (O): -0.727, atom 5 (N): -0.089, atom 6 (N): -0.108, atom 7 (N): -0.296, atom 8 (C): 0.094, atom 9 (S): -0.462, atom 10 (N): -0.362, atom 11 (H): 0.185, atom 12 (H): 0.215, atom 13 (H): 0.210, atom 14 (H): 0.185, atom 15 (H): 0.498

# C4H5N5

The molecule C4H5N5 at a distorted geometry (ωB97M-V with the def2-TZVPD basis set, OMol25).

Summary:
Energy above the lowest of the compared OMol25 structures with the same formula, charge and spin: 64.81 kcal/mol
Orbital gap: 8.83 eV
E_LUMO: 0.48 eV
Structure (SMILES): Nn1cnc2n[nH]cc21

Last columns: bonded neighbours and bond lengths (Å).
CARTESIAN COORDINATES (ANGSTROEM)
1 N 2.23621 -0.70627 -0.22536  N2 1.402, H10 1.074, H11 1.125
2 N 1.10455 0.09371 -0.01575  N1 1.402, C3 1.299, C9 1.385
3 C 1.28435 1.37717 0.06867  N2 1.299, N4 1.375, H12 1.177
4 N 0.15290 2.15712 0.09663  C3 1.375, C5 1.387
5 C -0.78092 1.14862 -0.08888  N4 1.387, N6 1.276, C9 1.429
6 N -2.05408 1.10805 -0.17152  C5 1.276, N7 1.384
7 N -2.49621 -0.20282 -0.14254  N6 1.384, C8 1.517, H13 1.003
8 C -1.28754 -1.04606 0.21542  N7 1.517, C9 1.364, H14 1.092
9 C -0.25372 -0.17392 0.03695  N2 1.385, C5 1.429, C8 1.364
10 H 2.52421 -1.09142 0.73448  N1 1.074
11 H 1.86910 -1.65356 -0.70831  N1 1.125
12 H 2.39280 1.71329 -0.14114  C3 1.177
13 H -3.40186 -0.58832 0.04816  N7 1.003
14 H -1.28978 -2.13559 0.29319  C8 1.092

natural (NBO) charges in e: atom 1 (N): -0.614, atom 2 (N): -0.231, atom 3 (C): 0.250, atom 4 (N): -0.475, atom 5 (C): 0.245, atom 6 (N): -0.239, atom 7 (N): -0.364, atom 8 (C): -0.121, atom 9 (C): -0.023, atom 10 (H): 0.352, atom 11 (H): 0.365, atom 12 (H): 0.220, atom 13 (H): 0.413, atom 14 (H): 0.220

# C4H5N5O

The molecule C4H5N5O at a distorted geometry (ωB97M-V with the def2-TZVPD basis set, OMol25).

Summary:
Energy above the lowest of the compared OMol25 structures with the same formula, charge and spin: 161.42 kcal/mol
Orbital gap: 7.94 eV
E_LUMO: -0.68 eV

Last columns: bonded neighbours and bond lengths (Å).
CARTESIAN COORDINATES (ANGSTROEM)
1 C -2.10586 1.10833 -0.22188  N7 1.343, N8 1.321
2 C 0.09649 1.57304 -0.01084  C3 1.507, N7 1.274, H11 1.080
3 C 0.33792 0.15490 0.43766  C2 1.507, C4 1.538, H12 1.089, H13 1.094
4 C -0.52540 -0.70957 -0.49692  C3 1.538, N8 1.458, H14 1.095, H15 1.089
5 N -2.88856 -1.11234 -0.33117  N6 1.232, N8 1.376
6 N -3.97043 -0.71225 0.10279  N5 1.232, N9 1.188
7 N -1.05529 1.91720 -0.43368  C1 1.343, C2 1.274
8 N -1.88140 -0.17876 -0.42016  C1 1.321, C4 1.458, N5 1.376
9 N -4.88418 0.01682 -0.10638  N6 1.188, O10 1.192
10 O -5.83556 0.44734 0.46929  N9 1.192
11 H 0.90099 2.29339 -0.02548  C2 1.080
12 H 1.39175 -0.10114 0.34334  C3 1.089
13 H 0.03441 0.00339 1.47745  C3 1.094
14 H -0.15919 -0.64394 -1.52635  C4 1.095
15 H -0.55959 -1.75337 -0.18850  C4 1.089

natural (NBO) charges in e: atom 1 (C): 0.200, atom 2 (C): 0.134, atom 3 (C): -0.498, atom 4 (C): -0.234, atom 5 (N): -0.065, atom 6 (N): 0.075, atom 7 (N): -0.457, atom 8 (N): -0.269, atom 9 (N): 0.334, atom 10 (O): -0.335, atom 11 (H): 0.190, atom 12 (H): 0.237, atom 13 (H): 0.235, atom 14 (H): 0.213, atom 15 (H): 0.239

# C4H5NO

The molecule C4H5NO at a distorted geometry (ωB97M-V with the def2-TZVPD basis set, OMol25).

Summary:
Energy above the lowest of the compared OMol25 structures with the same formula, charge and spin: 59.65 kcal/mol
Orbital gap: 11.52 eV
E_LUMO: 0.82 eV
Structure (SMILES): N#CC[C@H]1CO1

Last columns: bonded neighbours and bond lengths (Å).
CARTESIAN COORDINATES (ANGSTROEM)
1 N -2.74628 -1.15613 -0.40479  C2 1.160
2 C -1.87701 -0.38821 -0.41711  N1 1.160, C3 1.487
3 C -0.75846 0.59059 -0.45472  C2 1.487, C4 1.555, H7 1.093, H8 1.099
4 C 0.39002 0.42781 0.58105  C3 1.555, C5 1.454, O6 1.487, H9 1.066
5 C 1.30778 -0.68226 0.38425  C4 1.454, O6 1.397, H10 1.083, H11 1.084
6 O 1.77381 0.59589 0.06468  C4 1.487, C5 1.397
7 H -1.19538 1.59227 -0.43200  C3 1.093
8 H -0.26704 0.47198 -1.43014  C3 1.099
9 H 0.69910 1.08870 1.35884  C4 1.066
10 H 1.70987 -1.23749 1.22308  C5 1.083
11 H 1.21979 -1.21375 -0.55648  C5 1.084

natural (NBO) charges in e: atom 1 (N): -0.313, atom 2 (C): 0.282, atom 3 (C): -0.538, atom 4 (C): 0.014, atom 5 (C): -0.109, atom 6 (O): -0.496, atom 7 (H): 0.259, atom 8 (H): 0.268, atom 9 (H): 0.251, atom 10 (H): 0.192, atom 11 (H): 0.191

# C4H5NO

A cluster of 2 separate species, C4H5NO in total at a distorted geometry (ωB97M-V with the def2-TZVPD basis set, OMol25).

Summary:
Energy above the lowest of the compared OMol25 structures with the same formula, charge and spin: 130.99 kcal/mol
Orbital gap: 10.00 eV
E_LUMO: 0.75 eV
Structure (SMILES): CC#[N+][O-].C#C

Last columns: bonded neighbours and bond lengths (Å).
CARTESIAN COORDINATES (ANGSTROEM)
1 C 1.56710 0.47689 0.31701  C2 1.439, H5 1.178, H6 1.113, H7 1.172
2 C 0.44311 -0.24389 0.85362  C1 1.439, N3 1.142
3 N -0.05132 -0.97965 1.57409  C2 1.142, O4 1.205
4 O -0.66684 -1.82039 2.18028  N3 1.205
5 H 2.40079 -0.35559 0.33526  C1 1.178
6 H 1.82294 1.39485 0.89272  C1 1.113
7 H 1.36531 0.68134 -0.81913  C1 1.172
8 C -1.81727 -0.30053 -1.63064  C9 1.215, H10 1.015
9 C -1.50948 0.70940 -1.02840  C8 1.215, H11 0.991
10 H -2.13051 -1.20627 -1.96491  C8 1.015
11 H -1.42384 1.64384 -0.70989  C9 0.991

natural (NBO) charges in e: atom 1 (C): -0.706, atom 2 (C): 0.195, atom 3 (N): 0.196, atom 4 (O): -0.442, atom 5 (H): 0.252, atom 6 (H): 0.251, atom 7 (H): 0.254, atom 8 (C): -0.199, atom 9 (C): -0.231, atom 10 (H): 0.222, atom 11 (H): 0.209

# C4H5NO

The molecule C4H5NO at a distorted geometry (ωB97M-V with the def2-TZVPD basis set, OMol25).

Summary:
Energy above the lowest of the compared OMol25 structures with the same formula, charge and spin: 108.61 kcal/mol
Orbital gap: 8.75 eV
E_LUMO: -0.45 eV

Last columns: bonded neighbours and bond lengths (Å).
CARTESIAN COORDINATES (ANGSTROEM)
1 C -1.19732 -0.22786 0.01412  C2 1.510, H7 1.092, H8 1.095, H9 1.094
2 C 0.23740 0.24166 -0.01954  C1 1.510, O4 1.441, C5 1.464, H10 1.104
3 C 1.78447 -1.27726 0.07670  O4 1.332, H11 1.131
4 O 1.10706 -0.57392 -0.82883  C2 1.441, C3 1.332
5 C 0.42950 1.63419 -0.42899  C2 1.464, N6 1.155
6 N 0.57016 2.75770 -0.65544  C5 1.155
7 H -1.69004 -0.04778 -0.94322  C1 1.092
8 H -1.22633 -1.29915 0.23975  C1 1.095
9 H -1.72511 0.31312 0.80475  C1 1.094
10 H 0.70928 0.19545 0.97714  C2 1.104
11 H 1.00093 -1.71616 0.76357  C3 1.131

natural (NBO) charges in e: atom 1 (C): -0.624, atom 2 (C): -0.018, atom 3 (C): 0.194, atom 4 (O): -0.495, atom 5 (C): 0.252, atom 6 (N): -0.266, atom 7 (H): 0.235, atom 8 (H): 0.232, atom 9 (H): 0.235, atom 10 (H): 0.223, atom 11 (H): 0.033

Look up the energy above the lowest of the compared OMol25 structures with the same formula, charge and spin of the fifth one.
161.42 kcal/mol